Entry w
The following is a DFT calculation (ωB97M-V/def2-TZVPD) of a 2-piece molecular cluster, C3H10OS2 overall.

```
16
Properties=species:S:1:pos:R:3:nbo_charge:R:1
C -1.1110 -0.7285 0.8880 -0.63
C 0.3425 -1.2079 0.7929 -0.56
S 0.9166 -1.1734 -0.9034 0.09
S 1.0495 1.1361 -1.0846 0.11
C 1.4633 1.5470 0.5685 -0.82
H -1.7491 -1.1875 0.1429 0.23
H -1.3796 -0.6792 1.9465 0.21
H -1.1180 0.3459 0.6651 0.21
H 0.3275 -2.2757 1.0567 0.23
H 0.9893 -0.8259 1.5802 0.22
H 2.1256 0.7479 0.9281 0.23
H 0.7569 1.6119 1.4004 0.22
H 2.1545 2.3862 0.6880 0.25
H -1.4352 0.6575 -3.3943 0.46
H -1.3292 -0.4363 -2.4060 0.47
O -2.0035 0.0818 -2.8687 -0.94
```

Output
- Lowest unoccupied orbital energy: -0.290 eV
- SMILES: CCSSC.O
- Multiplicity: 1

Entry x
The following is a DFT calculation (ωB97M-V/def2-TZVPD) of a 2-piece molecular cluster, C3H10OS2 overall.

```
16
Properties=species:S:1:pos:R:3:nbo_charge:R:1
C -0.2356 0.3515 0.0727 -0.06
O -1.2358 1.1785 -0.5385 -0.73
C 0.1637 1.0021 1.4107 -0.41
C 1.2584 0.1384 2.0755 -0.62
H -0.7114 -0.6482 0.2713 0.15
H 0.6277 0.2966 -0.5799 0.16
H -1.4723 0.7257 -1.3516 0.47
H 0.5797 2.0331 1.2306 0.21
H -0.7382 1.1041 2.0274 0.21
H 2.1108 0.0948 1.4253 0.20
H 1.6762 0.6220 2.9710 0.21
H 0.9784 -0.9127 2.3320 0.20
S -0.4616 -0.4428 -3.3459 -0.13
S -1.6446 -2.1407 -2.9985 -0.12
H 0.6993 -1.1540 -3.3309 0.14
H -1.5946 -2.2483 -1.6712 0.12
```

Output
- Lowest unoccupied orbital energy: 0.025 eV
- SMILES: CCCO.SS
- Multiplicity: 1

Most stable to least stable, the ends of the list are entry x and entry w.

Entry w
The following is a DFT calculation (ωB97M-V/def2-TZVPD) of one molecule with the formula C21H27ClN4OS.

```
55
Properties=species:S:1:pos:R:3:nbo_charge:R:1
C -3.8138 -1.7829 0.1177 -0.64
C -2.3871 -2.1266 -0.1830 -0.05
C -1.8637 -3.3642 0.1485 -0.18
C -0.5567 -3.7077 -0.1535 -0.25
C 0.2373 -2.7913 -0.8180 -0.02
C -0.2462 -1.5391 -1.1530 -0.30
C -1.5547 -1.1977 -0.8244 0.25
N -2.0881 0.0402 -1.1751 -0.65
C -1.4569 1.2097 -1.5115 0.31
N -0.3628 1.6158 -0.8318 -0.44
C 0.2142 2.8858 -1.2489 -0.21
H -0.4296 3.7108 -0.9113 0.20
H 0.1850 2.8914 -2.3425 0.23
C 1.6443 3.1677 -0.7952 -0.41
H 1.9373 4.0917 -1.2969 0.22
C 2.6517 2.0629 -1.1425 -0.22
N 2.8979 1.1798 -0.0146 -0.46
C 3.4263 -0.1145 -0.4117 -0.25
C 3.5156 -1.0128 0.8221 -0.07
H 3.9566 -1.9765 0.5646 0.20
O 4.3453 -0.4484 1.8102 -0.52
C 3.8733 0.8240 2.1776 -0.07
C 3.7980 1.7584 0.9696 -0.25
H 3.4266 2.7335 1.2894 0.20
H 4.8124 1.8932 0.5522 0.17
H 4.5734 1.2096 2.9210 0.19
H 2.8714 0.7353 2.6265 0.16
H 2.5047 -1.1693 1.2288 0.17
H 2.7568 -0.5697 -1.1420 0.21
H 4.4298 -0.0212 -0.8634 0.17
H 2.2504 1.4616 -1.9612 0.20
H 3.5922 2.5178 -1.4972 0.17
H 1.6749 3.3686 0.2759 0.20
C -0.0703 1.0845 0.4843 -0.27
C -1.2796 0.9505 1.3737 0.21
N -1.2868 -0.1163 2.1614 -0.44
C -2.3000 -0.2861 2.9914 0.04
C -3.3683 0.5928 3.0798 -0.27
C -3.3628 1.7097 2.2573 -0.16
C -2.2998 1.8976 1.3910 -0.26
H -2.2679 2.7551 0.7366 0.23
H -4.1731 2.4235 2.2908 0.22
H -4.1788 0.4101 3.7676 0.22
H -2.2496 -1.1742 3.6073 0.20
H 0.4109 0.1041 0.4196 0.24
H 0.6423 1.7532 0.9649 0.25
S -2.1786 2.1309 -2.6906 -0.25
H -3.0305 0.0040 -1.5451 0.43
H 0.3666 -0.8444 -1.7057 0.23
Cl 1.8504 -3.2281 -1.2690 0.00
H -0.1661 -4.6772 0.1092 0.23
H -2.4913 -4.0825 0.6544 0.21
H -4.3978 -1.7323 -0.8029 0.22
H -4.2598 -2.5377 0.7591 0.22
H -3.8828 -0.8168 0.6150 0.23
```

Output
- Lowest unoccupied orbital energy: 0.612 eV
- SMILES: Cc1ccc(Cl)cc1NC(=S)N(CCCN1CCOCC1)Cc1ccccn1
- Multiplicity: 1

Entry x
The following is a DFT calculation (ωB97M-V/def2-TZVPD) of one molecule with the formula C21H27ClN4OS.

```
55
Properties=species:S:1:pos:R:3:nbo_charge:R:1
C 0.2262 -3.7695 0.7045 -0.61
C -0.2279 -2.5575 1.5102 -0.40
C -1.0958 -1.5910 0.7035 -0.40
H -1.2127 -0.6648 1.2715 0.20
H -0.5918 -1.3567 -0.2378 0.19
C -2.4818 -2.1526 0.3734 -0.21
N -3.2599 -1.1870 -0.3863 -0.48
C -4.1168 -1.7749 -1.3995 -0.20
C -5.1874 -2.7481 -0.8924 -0.64
H -5.7816 -3.1045 -1.7295 0.22
H -4.7320 -3.6055 -0.4028 0.20
H -5.8540 -2.2614 -0.1841 0.20
H -4.6028 -0.9556 -1.9343 0.19
H -3.4693 -2.2961 -2.1117 0.19
C -3.9123 -0.1638 0.4157 -0.22
H -4.9746 -0.3819 0.5912 0.18
C -3.7951 1.2039 -0.2683 -0.23
N -2.4052 1.5504 -0.4268 -0.61
C -1.8854 2.7243 -0.0046 0.64
O -2.5653 3.6489 0.4053 -0.63
C -0.4170 2.8184 -0.0767 -0.28
C 0.5276 1.8371 -0.1376 -0.21
C 1.8411 2.3594 -0.0956 -0.13
C 1.8230 3.7613 -0.0233 -0.04
N 3.0944 4.1964 -0.0128 -0.17
N 3.9370 3.1595 -0.0713 -0.25
C 3.2257 2.0374 -0.1156 0.10
C 3.8658 0.7364 -0.1567 0.01
C 5.2263 0.6380 -0.4523 -0.19
C 5.8540 -0.5902 -0.4881 -0.23
C 5.1210 -1.7378 -0.2240 -0.03
C 3.7714 -1.6631 0.0805 -0.24
C 3.1505 -0.4297 0.1126 -0.20
H 2.1051 -0.3723 0.3687 0.21
H 3.2162 -2.5629 0.2952 0.23
Cl 5.9008 -3.2813 -0.2686 0.00
H 6.9053 -0.6638 -0.7185 0.23
H 5.7771 1.5433 -0.6509 0.23
C 3.5753 5.5443 0.0520 -0.41
H 3.1974 6.0390 0.9486 0.21
H 4.6618 5.5064 0.0824 0.24
H 3.2510 6.1079 -0.8252 0.21
S 0.2479 4.4427 0.0387 0.45
H 0.2929 0.7912 -0.1993 0.22
H -1.8181 0.8034 -0.7611 0.41
H -4.2836 1.1772 -1.2486 0.19
H -4.2628 1.9843 0.3356 0.24
H -3.4195 -0.1067 1.3881 0.20
H -2.9857 -2.4546 1.3048 0.17
H -2.3587 -3.0422 -0.2457 0.20
H 0.6551 -2.0201 1.8652 0.20
H -0.7829 -2.8913 2.3898 0.20
H 0.9122 -4.3758 1.2917 0.21
H 0.7359 -3.4544 -0.2039 0.20
H -0.6182 -4.3939 0.4246 0.20
```

Output
- Lowest unoccupied orbital energy: 0.369 eV
- SMILES: CCCCN(CC)CCNC(=O)c1cc2c(-c3ccc(Cl)cc3)nn(C)c2s1
- Multiplicity: 1

Most stable to least stable, the ends of the list are entry x and entry w.

Entry w
The following is a DFT calculation (ωB97M-V/def2-TZVPD) of a 2-piece molecular cluster, C8H15N2O2 overall.

```
27
Properties=species:S:1:pos:R:3:nbo_charge:R:1
C 1.7204 0.3768 1.9914 0.20
C 1.2324 0.5443 0.9090 -0.21
C -1.6318 0.8800 0.3023 0.39
C 2.1966 0.3629 3.3169 -0.73
C 1.4070 -1.9192 -1.2783 -0.61
C -0.7334 -0.8727 -2.1626 -0.67
C 0.1298 -1.0106 -0.9227 -0.31
C 0.5367 0.3461 -0.3604 0.42
N -2.5205 0.2135 0.9592 -0.27
N 0.8238 1.3348 -1.2734 -0.74
O -2.1487 1.9470 -0.3460 -0.70
O -3.8277 0.6747 1.0726 -0.52
H 2.7510 1.2642 3.5274 0.27
H 1.4133 0.3217 4.0108 0.26
H 2.9987 -0.4344 3.5896 0.27
H 1.3970 -2.9367 -0.8204 0.25
H 1.6578 -1.9957 -2.3607 0.23
H 2.2085 -1.4675 -0.6980 0.22
H -0.2107 -0.8403 -3.1748 0.23
H -1.5901 -0.1089 -2.1630 0.23
H -1.2825 -1.9108 -2.2224 0.26
H -0.4904 -1.4688 -0.1430 0.24
H -2.5237 -0.5536 1.5334 0.42
H 0.5727 1.1793 -2.1913 0.42
H 1.1986 2.1214 -0.8664 0.41
H -1.4397 2.4790 -0.7630 0.52
H -3.8452 1.4735 0.5338 0.49
```

Output
- Lowest unoccupied orbital energy: -3.773 eV
- Total charge: +1
- Multiplicity: 1

Entry x
The following is a DFT calculation (ωB97M-V/def2-TZVPD) of a 2-piece molecular cluster, C8H15N2O2 overall.

```
27
Properties=species:S:1:pos:R:3:nbo_charge:R:1
C 2.5813 1.4027 0.0465 -0.04
C 1.2424 1.4915 0.2661 -0.03
C 1.7603 -0.6191 0.0009 0.29
C -2.9844 1.9725 0.2276 -0.64
C 4.1902 -0.4462 -0.3873 -0.42
C -1.7042 -2.6369 -0.0521 -0.26
C -2.7762 0.5791 -0.3453 -0.07
C -0.6254 -0.1174 0.3989 0.55
N 2.8815 0.0821 -0.1135 -0.28
N 0.7492 0.2155 0.2386 -0.35
O -0.5176 -2.0395 0.3142 -0.65
O -1.3807 0.3125 -0.5953 -0.47
H 3.3187 2.1792 -0.0062 0.26
H 0.6250 2.3494 0.4400 0.26
H 1.6329 -1.6838 -0.0708 0.29
H -4.0417 2.2119 0.1945 0.25
H -2.6507 2.0396 1.2606 0.21
H -2.4535 2.7097 -0.3723 0.22
H 4.9468 0.2542 -0.0384 0.24
H 4.3252 -1.4023 0.1179 0.24
H 4.3245 -0.6000 -1.4616 0.24
H -1.4455 -3.6921 -0.2067 0.21
H -2.0969 -2.2474 -1.0004 0.16
H -2.4687 -2.5818 0.7356 0.16
H -3.2430 0.4951 -1.3287 0.22
H -3.1903 -0.1867 0.3172 0.20
H -0.9992 -0.0420 1.4200 0.21
```

Output
- Lowest unoccupied orbital energy: -2.907 eV
- Total charge: +1
- Multiplicity: 1

Most stable to least stable, the ends of the list are entry x and entry w.